Arrangement P

DFT (ωB97M-V/def2-TZVPD) results for an isolated ion of composition C4H11N2 and charge +1.

The orbital gap comes out at 12.741 eV. Its LUMO energy is -0.105 Eh. Its highest occupied orbital energy is -15.59 eV. Its multiplicity is 1. The charge is +1.

Geometry as XYZ:
```
17
Properties=species:S:1:pos:R:3:mulliken_charge:R:1
C -0.58 -1.48 -0.59 -0.23
C 1.72 1.05 -0.43 -1.01
C -1.50 0.77 0.11 -0.80
C 1.06 0.14 0.68 -0.31
N -0.69 -1.54 0.84 -0.58
N -0.38 -0.29 0.19 0.48
H 0.21 -2.08 -1.09 0.24
H -1.48 -1.62 -1.11 0.29
H 1.56 0.60 -1.47 0.29
H 1.57 2.16 -0.47 0.33
H 2.85 1.08 -0.48 0.35
H -2.40 0.24 -0.27 0.35
H -1.60 1.39 1.08 0.29
H -1.30 1.46 -0.74 0.36
H 1.07 0.66 1.64 0.31
H 1.55 -0.87 0.82 0.31
H -1.66 -1.67 1.28 0.32
```

Arrangement Q

DFT (ωB97M-V/def2-TZVPD) results for an isolated ion of composition C4H11N2 and charge +1.

The orbital gap comes out at 9.654 eV. Its LUMO energy is -0.137 Eh. Its highest occupied orbital energy is -13.38 eV. Its multiplicity is 1. The charge is +1.

Geometry as XYZ:
```
17
Properties=species:S:1:pos:R:3:mulliken_charge:R:1
C 0.58 -1.83 -1.49 -1.09
C -0.14 -1.52 -0.16 -0.86
C -0.32 -0.07 0.16 0.94
C 0.77 0.67 0.43 -0.83
N 0.63 2.03 1.01 -0.22
N -1.60 0.42 0.06 -0.59
H 0.61 -2.91 -1.60 0.34
H 1.58 -1.37 -1.52 0.34
H 0.10 -1.30 -2.28 0.34
H 0.34 -2.02 0.67 0.35
H -1.12 -1.98 -0.23 0.38
H 1.71 0.18 0.64 0.34
H 1.14 2.70 0.42 0.35
H -0.35 2.23 1.16 0.36
H 1.09 2.08 1.93 0.37
H -2.21 -0.15 -0.49 0.28
H -1.67 1.40 -0.19 0.18
```

Most stable pick: arrangement Q. Distance to second place: 2.626 eV.

Arrangement P

DFT (ωB97M-V/def2-TZVPD) results for C4H11N2 as an isolated structure.

The orbital gap comes out at 9.625 eV. Its LUMO energy is -0.150 Eh. Its highest occupied orbital energy is -13.70 eV. Its multiplicity is 1. The charge is +1.

Geometry as XYZ:
```
17
Properties=species:S:1:pos:R:3:mulliken_charge:R:1
C 0.30 0.03 2.33 -0.42
C -0.67 -0.32 1.32 -0.04
C 0.10 0.78 -2.45 -0.81
C -0.53 -0.52 -0.20 -1.07
N 0.55 -1.47 2.21 -0.48
N 0.18 0.59 -0.99 -0.18
H 1.04 0.70 2.16 0.38
H -0.20 0.06 3.30 0.25
H -1.62 -0.55 1.79 0.34
H -0.85 0.44 -2.81 0.34
H 0.21 1.90 -2.85 0.32
H 0.93 0.23 -2.91 0.33
H -1.48 -0.77 -0.64 0.45
H 0.01 -1.39 -0.42 0.54
H 1.19 -1.67 1.46 0.21
H 1.20 0.45 -0.73 0.41
H -0.36 1.49 -0.57 0.44
```

Arrangement Q

DFT (ωB97M-V/def2-TZVPD) results for an isolated ion of composition C4H11N2 and charge +1.

The orbital gap comes out at 9.971 eV. Its LUMO energy is -0.121 Eh. Its highest occupied orbital energy is -13.27 eV. Its multiplicity is 1. The charge is +1.

Geometry as XYZ:
```
17
Properties=species:S:1:pos:R:3:mulliken_charge:R:1
C 1.20 0.80 1.03 -0.52
C 0.75 0.87 -0.41 -0.39
C -0.73 0.88 -0.60 -0.76
C -1.33 -0.15 -1.21 -0.08
N -0.80 -1.45 -1.32 -0.49
N 0.37 -0.46 1.62 -0.27
H 0.87 1.56 1.72 0.35
H 2.19 0.40 1.16 0.36
H 1.21 0.04 -0.95 0.28
H 1.28 1.70 -0.89 0.41
H -1.32 1.68 -0.14 0.34
H -2.30 0.02 -1.66 0.38
H 0.92 -1.31 1.64 0.33
H -1.53 -2.17 -1.31 0.25
H -0.27 -1.67 -2.15 0.23
H -0.41 -0.44 0.98 0.20
H -0.10 -0.32 2.51 0.37
```

Arrangement R

DFT (ωB97M-V/def2-TZVPD) results for an isolated ion of composition C4H11N2 and charge +1.

The orbital gap comes out at 9.486 eV. Its LUMO energy is -0.201 Eh. Its highest occupied orbital energy is -14.96 eV. Its multiplicity is 1. The charge is +1.

Geometry as XYZ:
```
17
Properties=species:S:1:pos:R:3:mulliken_charge:R:1
C -0.78 -1.88 1.67 -1.19
C -1.06 -1.02 0.46 -0.31
C 0.00 0.03 0.26 -0.46
N 1.66 2.32 -1.22 -0.45
C 0.64 1.53 -1.66 0.01
N 0.22 0.37 -1.19 -0.04
H -1.65 -2.09 2.34 0.30
H 0.07 -1.52 2.29 0.36
H -0.50 -3.00 1.42 0.26
H -1.18 -1.65 -0.46 0.32
H -2.10 -0.68 0.54 0.39
H -0.31 0.97 0.85 0.26
H 0.98 -0.26 0.68 0.31
H 2.71 2.05 -1.08 0.31
H 1.41 2.97 -0.52 0.29
H 0.23 2.00 -2.57 0.35
H -0.35 -0.15 -1.82 0.30
```

Most stable pick: arrangement Q. Distance to second place: 0.792 eV.

Arrangement P

DFT (ωB97M-V/def2-TZVPD) results for an isolated ion of composition C4H11N2 and charge +1.

The orbital gap (spin up / spin down) comes out at 10.058 / 8.332 eV. Its LUMO energy (spin up / spin down) is -0.172 / -0.188 Eh. Its highest occupied orbital energy (spin up / spin down) is -14.74 / -13.46 eV. Its multiplicity is 1. The charge is +1.

Geometry as XYZ:
```
17
Properties=species:S:1:pos:R:3:mulliken_charge:R:1
C 1.08 0.19 0.46 0.35
C -1.32 0.12 0.54 -0.18
C 2.17 -0.28 -0.48 -1.36
C -2.28 0.09 -0.55 -1.18
N 0.50 1.43 -0.03 -0.56
N -0.11 -0.76 0.43 -0.17
H 1.45 0.22 1.49 0.37
H -1.55 0.46 1.53 0.49
H 2.98 0.44 -0.49 0.38
H 1.79 -0.35 -1.50 0.41
H 2.58 -1.24 -0.17 0.37
H -1.80 0.03 -1.52 0.35
H -2.92 0.97 -0.52 0.34
H -2.95 -0.78 -0.46 0.36
H 0.60 2.19 0.62 0.26
H -0.13 -1.22 -0.50 0.39
H -0.07 -1.50 1.14 0.38
```

Arrangement Q

DFT (ωB97M-V/def2-TZVPD) results for an isolated ion of composition C4H11N2 and charge +1.

The orbital gap comes out at 11.081 eV. Its LUMO energy is -0.118 Eh. Its highest occupied orbital energy is -14.28 eV. Its multiplicity is 1. The charge is +1.

Geometry as XYZ:
```
17
Properties=species:S:1:pos:R:3:mulliken_charge:R:1
C -0.77 -0.34 -0.98 -0.12
C 0.39 0.49 -0.37 -0.21
C -0.39 -1.58 -1.83 -1.13
C 0.36 0.61 2.33 -0.71
N -0.37 1.05 -1.39 -0.55
N 0.13 1.15 0.90 -0.24
H -1.61 -0.43 -0.39 0.40
H 1.38 0.30 -0.50 0.59
H 0.47 -1.25 -2.49 0.29
H -1.20 -1.78 -2.55 0.34
H 0.07 -2.32 -1.22 0.34
H -0.49 -0.10 2.54 0.30
H 1.38 0.20 2.35 0.32
H 0.32 1.52 2.98 0.34
H -0.17 1.28 -2.34 0.27
H 0.41 2.05 0.83 0.36
H -0.90 1.35 0.90 0.42
```

Most stable pick: arrangement Q. Distance to second place: 1.238 eV.

Arrangement P

DFT (ωB97M-V/def2-TZVPD) results for a 2-piece molecular cluster, C12H17N overall.

The orbital gap (spin up / spin down) comes out at 9.290 / 6.244 eV. Its LUMO energy (spin up / spin down) is -0.139 / -0.258 Eh. Its highest occupied orbital energy (spin up / spin down) is -13.08 / -13.27 eV. Its multiplicity is 2. The charge is +1.

Geometry as XYZ:
```
30
Properties=species:S:1:pos:R:3:mulliken_charge:R:1
C 2.93 0.20 3.20 -0.21
C 2.72 -1.19 2.54 -1.03
C 2.45 1.29 2.25 -1.05
H 2.32 0.13 4.10 0.25
H 3.95 0.31 3.54 0.31
H 3.59 -1.34 1.90 0.29
H 2.76 1.05 1.24 0.29
H 1.83 -1.19 1.91 0.20
H 2.63 -2.07 3.18 0.37
H 1.35 1.24 2.24 0.25
H 2.76 2.30 2.50 0.35
C -2.06 2.58 -2.10 -1.37
C -1.92 -0.92 -0.86 -0.10
C -1.38 0.08 -1.68 0.89
C -2.11 1.26 -1.43 0.70
C -3.09 0.93 -0.47 -0.47
C -0.27 -2.43 -1.61 -0.42
C -1.32 -2.14 -0.71 -0.65
C 0.21 -1.48 -2.49 -0.63
C -0.28 -0.19 -2.52 -0.50
N -2.97 -0.35 -0.10 -0.07
H 0.20 -3.40 -1.60 0.44
H -1.69 -2.90 -0.03 0.46
H 1.02 -1.74 -3.16 0.42
H 0.20 0.62 -3.04 0.41
H -3.78 -0.93 0.11 0.34
H -3.91 1.45 0.02 0.44
H -1.05 2.90 -2.36 0.37
H -2.55 3.36 -1.52 0.39
H -2.55 2.54 -3.06 0.33
```

Arrangement Q

DFT (ωB97M-V/def2-TZVPD) results for a 2-piece molecular cluster, C12H17N overall.

The orbital gap (spin up / spin down) comes out at 8.855 / 6.013 eV. Its LUMO energy (spin up / spin down) is -0.147 / -0.251 Eh. Its highest occupied orbital energy (spin up / spin down) is -12.86 / -12.86 eV. Its multiplicity is 2. The charge is +1.

Geometry as XYZ:
```
30
Properties=species:S:1:pos:R:3:mulliken_charge:R:1
C -3.58 0.33 0.69 -0.32
C -4.57 -0.39 1.54 -1.13
C -3.91 -0.25 -0.77 -1.50
H -2.59 0.31 0.99 0.35
H -3.64 1.36 0.77 0.31
H -4.04 -1.25 1.90 0.29
H -5.03 0.12 2.27 0.41
H -3.70 0.38 -1.53 0.46
H -5.36 -0.98 0.94 0.28
H -4.91 -0.31 -0.93 0.51
H -3.36 -1.09 -0.98 0.35
C 3.20 0.17 2.36 -1.37
C 1.93 0.86 -1.18 -0.29
C 2.58 -0.09 -0.24 0.75
C 2.80 0.55 0.90 0.77
C 2.49 1.94 0.64 -0.33
C 1.57 -1.06 -2.61 -0.41
C 1.38 0.29 -2.33 -0.41
C 2.39 -1.90 -1.87 -0.66
C 2.78 -1.38 -0.63 -0.28
N 1.78 2.06 -0.51 -0.01
H 0.92 -1.55 -3.35 0.39
H 0.56 0.82 -2.86 0.34
H 2.88 -2.80 -2.21 0.41
H 3.39 -1.98 0.06 0.32
H 1.21 2.83 -0.60 0.17
H 2.73 2.69 1.34 0.48
H 3.46 -0.89 2.60 0.36
H 2.49 0.61 2.93 0.37
H 4.13 0.61 2.67 0.39
```

Most stable pick: arrangement P. Distance to second place: 2.833 eV.